Entry 1:
87
Properties=species:S:1:pos:R:3:forces:R:3 method="wB97M-V/def2-TZVPD" homo_energy_ev=-0.29 spin_multiplicity=1 charge=-2 de_lowest_kcal_mol=25.4
Ca -0.621031 1.613742 -0.085750 0.3 0.3 0.1
F 0.924329 2.283339 5.618649 0.0 0.0 0.0
C -0.105844 2.174837 4.721689 0.0 0.0 0.0
C 0.160981 2.039088 3.379753 -0.1 0.0 0.0
C -0.864213 1.936730 2.431335 -0.1 0.0 0.1
C -2.195698 1.965394 2.923530 0.0 0.0 0.0
C -2.405993 2.093639 4.296712 0.0 0.0 0.0
F -3.663722 2.110216 4.848345 0.0 0.0 0.0
C -1.389682 2.205499 5.222050 0.0 0.0 0.0
C -3.316025 1.860459 1.942876 -0.1 0.0 0.0
C -4.677035 1.953188 2.270362 0.0 0.0 0.0
C -5.635557 1.858155 1.279797 0.0 0.0 0.0
C -5.249905 1.668653 -0.036548 0.0 0.0 0.0
C -3.892969 1.582393 -0.283737 0.0 0.0 -0.1
N -2.964562 1.672797 0.660786 -0.1 0.0 0.0
H 1.197458 2.014167 3.071896 0.1 0.0 0.0
H -1.601336 2.300134 6.276931 0.0 0.0 0.0
H -4.981769 2.098721 3.290862 0.0 0.0 0.0
H -6.684802 1.932084 1.541669 0.0 0.0 0.0
H -5.964548 1.591306 -0.844047 0.0 0.0 0.0
H -3.522563 1.431761 -1.293702 0.0 0.0 0.0
Cl -0.979744 4.647326 -6.859203 0.0 0.0 0.0
C -1.036326 4.354266 -5.129568 0.0 0.0 0.0
C -1.253523 5.400954 -4.277289 0.0 0.0 0.0
C -1.306162 5.209983 -2.892091 0.0 0.0 0.0
I -1.671067 6.836375 -1.640580 0.0 0.0 0.0
C -1.135929 3.953424 -2.285188 0.0 0.0 0.0
O -1.170831 3.720505 -1.045386 -0.1 0.0 -0.1
C -0.909239 2.857474 -3.230580 -0.1 0.0 0.0
N -0.767236 1.640593 -2.660273 0.0 -0.1 0.0
C -0.572662 0.583019 -3.412550 0.1 0.0 0.0
C -0.506768 0.668484 -4.814877 0.0 0.0 0.0
C -0.649433 1.888295 -5.417225 0.0 0.0 0.0
C -0.862029 3.041065 -4.629384 0.0 0.0 0.0
H -1.386482 6.395574 -4.682230 0.0 0.0 0.0
H -0.454594 -0.354074 -2.877455 0.0 0.0 0.0
H -0.342936 -0.229224 -5.396568 0.0 0.0 0.0
H -0.603450 1.986363 -6.494141 0.0 0.0 0.0
C 3.887149 2.594604 3.203908 0.0 -0.1 0.0
N 3.235347 2.911705 1.957459 0.1 0.1 -0.1
C 2.459984 3.981588 1.753262 0.0 0.1 0.0
N 2.338508 4.844354 2.804023 0.1 0.0 -0.1
S 1.628787 4.251219 0.322823 0.0 0.0 0.1
H 4.256901 1.572365 3.144387 0.0 0.0 0.0
H 3.184784 2.650676 4.039462 0.0 0.0 0.0
H 4.745405 3.246901 3.409215 0.0 0.0 0.0
H 3.377601 2.300269 1.150617 -0.1 -0.1 0.1
H 3.065332 4.895252 3.497896 -0.1 0.0 0.0
H 1.835604 5.688754 2.593262 0.0 0.0 0.0
C 2.511683 -0.969667 1.653246 0.0 0.0 0.0
N 2.958793 -1.444807 0.360298 0.0 0.0 0.0
C 2.713593 -2.722071 -0.123912 0.1 0.0 0.0
C 3.074341 -2.741575 -1.418687 0.1 0.0 0.0
N 3.534937 -1.466639 -1.705999 0.0 0.0 0.0
C 3.443850 -0.661639 -0.624623 -0.1 0.0 0.0
S 3.878257 0.977291 -0.596601 0.1 -0.1 -0.1
H 2.693171 -1.742840 2.398871 0.0 0.0 0.0
H 1.443951 -0.747649 1.601156 0.0 0.0 0.0
H 3.068101 -0.069331 1.904330 0.0 0.0 0.0
H 2.234915 -3.472289 0.480002 0.0 0.0 0.0
H 2.986473 -3.516175 -2.160783 0.1 0.0 0.0
H 3.786452 -1.103920 -2.606778 0.0 0.0 0.0
C -0.326609 -0.814100 -0.343474 0.0 -0.1 0.0
C -0.338271 -2.047799 -0.399906 0.0 0.0 -0.2
C -0.266871 -3.480173 -0.458377 0.0 0.0 0.1
C 0.268509 -4.069135 -1.646691 0.0 0.0 0.0
C 0.296742 -3.328353 -2.862241 -0.1 0.0 0.0
C 0.930066 -3.781585 -3.999639 0.0 0.0 0.0
C 1.594969 -5.010730 -4.021796 0.0 0.0 0.0
C 1.582425 -5.762998 -2.849566 0.0 0.0 0.0
C 0.940215 -5.322137 -1.704849 0.0 -0.1 -0.1
C -0.548013 -4.210115 0.751243 0.0 0.0 0.1
C -0.778360 -5.608905 0.810905 0.0 0.0 0.0
C -1.037944 -6.264835 2.002365 0.0 0.0 0.0
C -1.096437 -5.580617 3.212183 0.0 0.0 0.0
C -0.917844 -4.197973 3.179137 0.0 0.0 0.0
C -0.661477 -3.532506 1.996217 0.0 0.0 0.0
H -0.194864 -2.365047 -2.861374 0.0 0.0 0.0
H 0.911120 -3.163822 -4.893057 0.0 0.0 0.0
H 2.095287 -5.365960 -4.914391 0.0 0.0 0.0
H 2.105168 -6.714839 -2.816440 0.0 0.0 0.0
H 1.026734 -5.926489 -0.812638 0.0 0.0 0.0
H -0.806854 -6.182895 -0.105282 0.0 0.0 0.0
H -1.215022 -7.336414 1.979604 0.0 0.0 0.0
H -1.295863 -6.099636 4.142081 0.0 0.0 0.0
H -0.987127 -3.622029 4.096784 0.0 0.0 0.0
H -0.560723 -2.453948 1.993463 0.0 0.0 0.0


Entry 2:
87
Properties=species:S:1:pos:R:3:forces:R:3 method="wB97M-V/def2-TZVPD" homo_energy_ev="-6.45 / -7.23" spin_multiplicity=8
Eu 0.090283 4.494130 -0.949908 1.8 0.7 1.8
O -0.099984 5.556111 1.087987 0.3 -0.3 1.9
C 0.303453 5.487459 2.350370 -1.5 1.4 -1.3
C -0.443760 6.262251 3.356216 1.3 -1.2 -0.1
C 0.114168 6.371959 4.628160 -0.5 1.3 -1.0
C 1.273208 5.687368 5.028419 -0.9 -0.2 -0.6
C 1.838594 4.828798 4.137617 1.6 -0.3 -1.5
C 1.493208 4.829289 2.738161 -0.4 0.2 2.2
C 2.383607 4.221652 1.796200 -0.9 -1.3 -2.5
N 2.082221 3.979079 0.480828 1.2 -0.7 1.7
C 3.135953 3.211106 0.008261 0.2 1.4 0.4
C 4.134619 3.113800 0.939433 0.4 -1.8 -0.4
N 3.576177 3.649028 2.077022 0.4 0.8 2.1
H -1.381415 6.765304 3.045531 0.9 -0.3 0.2
H -0.235804 7.205661 5.239117 -0.3 -0.5 0.3
H 1.702695 5.882937 5.977756 0.2 -0.1 0.8
H 2.745517 4.239208 4.422982 -0.9 0.6 0.0
H 3.106651 2.923460 -1.014694 0.4 -0.3 -0.6
H 5.112787 2.552802 0.893289 -1.4 1.0 0.3
H 3.891549 3.619048 3.071661 0.1 0.0 -1.7
O 0.614695 6.910828 -6.552636 0.4 -0.8 0.3
C 0.723746 5.591583 -6.650376 -1.0 0.4 -2.7
O 0.763764 4.999460 -7.750312 0.2 1.6 2.4
C 0.602090 4.787140 -5.426528 0.7 -0.2 3.5
C 0.916751 3.461773 -5.410853 -0.8 -0.5 -1.0
Cl 1.548487 2.542035 -6.649353 0.4 -0.8 -0.7
N 0.639543 2.868096 -4.244809 -0.4 0.7 2.4
N 0.322843 3.869622 -3.299361 0.5 -1.5 -1.4
C 0.364087 5.005914 -3.927699 0.5 0.4 -4.5
C 0.341382 6.377057 -3.326953 -0.8 2.7 -0.1
O 0.366219 7.390043 -4.096479 0.2 -1.9 0.7
O 0.254622 6.478239 -2.077499 0.2 0.0 -0.5
C 0.423704 1.481997 -3.880439 -1.7 0.3 0.3
C -0.188888 0.603020 -4.801518 0.8 0.5 0.2
C -0.499309 -0.676317 -4.376284 -1.5 -0.4 0.1
C -0.608438 -0.964096 -3.013572 1.7 0.9 0.2
C -0.041858 -0.097396 -2.041148 -0.9 0.5 -2.1
C 0.418154 1.165540 -2.503855 0.2 -0.5 0.0
H 0.538139 7.200602 -5.554085 0.0 -0.4 -0.5
H -0.545419 0.937571 -5.781105 0.8 -0.2 0.2
H -0.912452 -1.409280 -5.095980 0.2 0.7 0.5
H -1.122081 -1.847159 -2.718848 0.0 -0.8 0.3
H -0.103352 -0.420306 -1.014296 0.1 0.5 0.3
H 0.662486 1.987755 -1.820923 0.3 -0.8 -0.1
N -3.917066 2.705621 -0.369226 0.0 -1.0 0.2
C -4.079420 3.978690 0.144568 -0.9 0.2 0.0
C -2.998843 4.694766 -0.244553 0.8 -0.5 -0.5
N -2.115292 3.845069 -0.925108 -2.7 -1.2 0.1
C -2.714538 2.656422 -0.977848 0.0 1.1 0.3
H -4.503675 1.859787 -0.270195 0.4 1.2 0.1
H -4.966642 4.285291 0.688836 0.3 -0.2 -0.2
H -2.742887 5.746563 -0.142871 -0.2 -0.4 0.3
H -2.330053 1.745636 -1.409156 0.1 0.1 -0.1
C -0.401577 -8.768024 -1.567760 0.1 -0.8 -0.6
C -0.601749 -7.584000 -2.277425 0.2 1.5 3.8
C -0.670876 -6.358851 -1.532702 0.2 -1.4 -0.7
C -0.551170 -6.391514 -0.130567 -1.2 1.2 -0.5
C -0.367241 -7.560654 0.580322 0.5 -1.3 -1.6
C -0.272126 -8.807756 -0.164767 0.5 1.4 1.5
Sb -1.230886 -4.499202 0.760966 0.9 -0.2 1.2
C -1.850065 -5.092399 2.777762 -0.1 0.1 -1.2
C -1.109815 -5.572650 3.829350 -0.4 -1.0 1.3
C -1.776063 -6.242260 4.889263 0.1 -0.1 0.1
C -3.143717 -6.559911 4.867353 1.8 1.7 -2.4
C -3.842416 -6.050190 3.771060 -1.2 -0.6 0.3
C -3.219964 -5.258024 2.835341 -1.3 1.3 -0.9
C 0.700020 -4.016690 1.561566 0.8 0.0 0.8
C 1.779326 -4.356864 0.738717 1.4 0.7 0.3
C 3.107968 -4.005148 1.110593 -0.1 0.2 -0.8
C 3.328624 -3.268928 2.298490 -0.3 -1.9 -1.1
C 2.272382 -3.070899 3.174169 -0.5 0.8 0.3
C 0.970008 -3.442396 2.858263 0.1 -0.2 -2.1
H -0.321087 -9.626349 -2.297686 -0.1 0.4 1.7
H -0.720419 -7.674605 -3.299936 -0.1 0.3 -2.0
H -0.774946 -5.385182 -2.031464 -0.2 -0.5 0.0
H -0.183005 -7.428073 1.646640 -0.3 -0.8 -0.1
H -0.007418 -9.682676 0.477321 -0.4 0.5 -1.2
H -0.036877 -5.460347 3.883300 0.0 -0.1 -0.1
H -1.211550 -6.570491 5.758082 0.2 0.1 -0.2
H -3.584376 -7.118780 5.622899 -0.8 -0.9 1.2
H -4.893808 -6.312564 3.571387 0.4 0.4 0.5
H -3.852927 -4.603478 2.163058 0.6 -1.4 0.4
H 1.671674 -4.859835 -0.236335 -0.2 0.2 0.6
H 3.933328 -4.256959 0.355688 -1.1 0.5 1.5
H 4.334275 -3.058478 2.590811 0.4 0.5 0.1
H 2.428652 -2.472409 4.077855 0.1 -0.5 -0.1
H 0.163636 -3.225450 3.544441 0.0 0.0 0.0


Number 1: E_tot -4417.08804 Eh. Number 2: E_tot -3697.05020 Eh.